Density functional theory data (ωB97M-V/def2-TZVPD) for the molecule C2H4O2S2 at a distorted geometry.

The geometry in ORCA input format:
```
! RIJCOSX wB97M-V def2-TZVPD def2/J DEFGRID3
* xyz 0 1
C 0.019 -1.656 -0.411
C 0.293 1.914 0.697
O 0.280 -0.619 0.343
O -0.081 0.818 -0.127
S 1.059 -2.859 -0.282
S -1.357 -1.524 -1.497
H 0.365 1.631 1.838
H -0.429 2.668 0.583
H 1.230 2.451 0.419
H -1.378 -2.824 -1.563
*
```

## Properties
- Energy relative to the best compared isomer or geometry (same formula, charge and spin): 439.5 kJ/mol
- Gap between HOMO and LUMO: 8.41 eV
- Lowest unoccupied orbital energy: -0.0230 Eh

Results of the Mulliken charge analysis, in e, for atoms 1 through 2: number 1, C, carries 0.380; number 2, C, carries -0.540